Entry 1:
# C19H28IrNPS

A molecular structure, C19H28IrNPS (the ωB97M-V functional and the def2-TZVPD basis, OMol25).

Each line ends with the Mulliken spin population.
Positions of all 51 atoms, in Å:
1 C -0.027 4.666 -1.236  0.11
2 C -1.050 3.980 -0.568  -0.03
3 C -0.892 2.627 -0.201  -0.07
4 C 0.293 2.004 -0.638  0.41
5 C 1.181 2.597 -1.523  0.04
6 C 1.100 3.982 -1.700  -0.05
7 C -1.877 1.975 0.708  0.21
8 C -3.363 1.752 0.290  -0.03
9 N -3.735 0.986 -0.867  0.73
10 Ir 1.113 0.220 0.147  1.90
11 C 2.325 1.814 -2.098  0.04
12 P 1.975 -0.004 -1.805  0.25
13 H -1.967 4.506 -0.281  0.00
14 H 1.920 4.497 -2.196  0.00
15 H -0.091 5.752 -1.356  0.00
16 H 3.258 2.091 -1.578  0.06
17 H 2.456 1.993 -3.175  0.01
18 H -1.495 1.027 1.088  -0.05
19 H -1.965 2.654 1.577  0.00
20 H -3.807 1.241 1.159  0.02
21 C 3.275 -1.093 -2.419  -0.02
22 C 0.503 -0.216 -2.817  0.02
23 H -3.831 2.747 0.149  0.02
24 C -3.767 1.613 -2.149  -0.01
25 C -4.033 -0.408 -0.813  -0.02
26 H 1.780 -1.383 0.126  0.06
27 H -4.779 1.598 -2.593  0.04
28 H -3.426 2.651 -2.017  0.01
29 H -3.106 1.061 -2.845  0.04
30 H -5.012 -0.616 -1.292  0.03
31 H -3.278 -0.966 -1.401  0.05
32 H -4.029 -0.752 0.230  0.00
33 H 0.782 -0.159 -3.872  0.00
34 H 0.058 -1.179 -2.583  0.00
35 H -0.201 0.581 -2.569  -0.01
36 H 3.865 -0.641 -3.232  0.01
37 H 3.950 -1.366 -1.592  0.02
38 H 2.813 -2.019 -2.804  0.00
39 H 0.967 -1.510 0.108  0.19
40 S 0.227 -0.229 2.213  0.68
41 C 0.779 -1.746 2.791  0.07
42 C 0.010 -2.927 2.692  0.05
43 C 0.528 -4.119 3.192  -0.02
44 C 1.804 -4.151 3.784  0.14
45 C 2.547 -2.966 3.907  -0.03
46 C 2.040 -1.775 3.417  0.11
47 H -0.973 -2.864 2.227  0.00
48 H -0.075 -5.030 3.151  0.00
49 H 2.217 -5.086 4.161  0.00
50 H 3.517 -2.965 4.410  0.00
51 H 2.580 -0.825 3.464  0.00

Frontier orbital gap (alpha / beta) ... 0.2388 / 0.2069 hartree
Max |F| ... 4.854 eV/A
2S+1 ... 6
Charge ... +2



Entry 2:
# CH9N2O

2 unconnected molecules or ions with the total composition CH9N2O (the ωB97M-V functional and the def2-TZVPD basis, OMol25).

Each line ends with the Löwdin charge.
Positions of all 13 atoms, in Å:
1 N 2.379 -0.031 0.048  0.04
2 H 2.587 0.004 -0.953  0.07
3 H 2.533 0.865 0.451  0.04
4 H 0.608 -0.187 0.180  0.10
5 H 3.035 -0.663 0.481  0.06
6 N -0.388 -0.618 0.097  0.17
7 C -1.381 0.475 -0.245  -0.21
8 O -2.644 -0.085 -0.068  0.00
9 H -0.679 -0.867 1.047  0.16
10 H -0.412 -1.431 -0.518  0.17
11 H -1.138 1.347 0.359  0.14
12 H -1.253 0.720 -1.301  0.14
13 H -3.245 0.471 0.423  0.11

Frontier orbital gap ... 0.4461 hartree
ΔE to the lowest compared entry with this formula, charge and spin ... 6.9 kcal per mole
Max |F| ... 2.080 eV/A
Charge ... +1



Entry 3:
# C2H4GdO3

A molecular structure, C2H4GdO3 (the ωB97M-V functional and the def2-TZVPD basis, OMol25).

Each line ends with the Mulliken spin population.
Positions of all 10 atoms, in Å:
1 O -1.659 -0.508 0.244  0.11
2 O -0.079 1.653 -1.106  0.13
3 C -0.618 -1.112 0.438  0.00
4 C 0.725 -0.487 0.258  0.00
5 H -0.635 -2.180 0.712  0.02
6 H 1.318 -1.060 -0.471  0.01
7 H 1.255 -0.472 1.224  0.00
8 Gd -2.085 1.673 -0.120  6.66
9 O 0.606 0.843 -0.181  0.07
10 H 1.172 1.652 -0.999  -0.01

Frontier orbital gap (alpha / beta) ... 0.3993 / 0.2183 hartree
Max |F| ... 5.230 eV/A
2S+1 ... 8
Charge ... +3



Entry 4:
# C2H3N3O3

A single C2H3N3O3 molecule (the ωB97M-V functional and the def2-TZVPD basis, OMol25).

Each line ends with the Löwdin charge.
Positions of all 11 atoms, in Å:
1 C 0.151 0.787 0.504  -0.29
2 C -0.606 -1.165 -1.127  -0.09
3 H 1.479 -0.155 2.311  0.15
4 H -1.243 0.454 -2.270  0.12
5 H -0.498 -1.668 -2.162  0.14
6 N 0.984 1.567 1.289  0.04
7 N -1.253 0.191 -1.262  0.08
8 N 0.044 -1.643 0.006  0.07
9 O 1.494 0.877 2.327  -0.11
10 O -0.461 1.373 -0.558  0.01
11 O -0.089 -0.618 0.943  -0.12

Frontier orbital gap ... 0.3089 hartree
ΔE to the lowest compared entry with this formula, charge and spin ... 152.1 kcal per mole
SMILES ... O/N=C1\ON=CNO1
Max |F| ... 7.043 eV/A



Entry 5:
# C24H26N4SiV

A molecular structure, C24H26N4SiV (the ωB97M-V functional and the def2-TZVPD basis, OMol25).

Each line ends with the Mulliken spin population.
Positions of all 56 atoms, in Å:
1 C 1.189 1.018 1.158  -0.20
2 C 0.342 1.735 0.138  -0.01
3 C -0.825 2.167 0.964  -0.15
4 H 0.852 2.514 -0.458  -0.06
5 C -0.460 2.146 2.324  0.06
6 C 0.801 1.439 2.447  -0.01
7 H 1.369 1.296 3.366  0.00
8 H 2.106 0.504 0.879  0.00
9 H -1.709 2.621 0.517  -0.01
10 H -1.044 2.583 3.127  0.00
11 V -0.644 0.051 1.664  2.44
12 C -1.514 -1.881 -1.555  0.00
13 H -2.305 -1.408 -0.963  0.01
14 H -1.037 -2.679 -0.983  0.01
15 H -2.002 -2.288 -2.463  0.00
16 Si -0.140 0.502 -1.310  -0.18
17 C 1.594 0.056 -1.913  0.03
18 C 2.487 1.126 -2.127  -0.01
19 H 2.159 2.156 -1.962  0.00
20 C 3.795 0.892 -2.557  0.00
21 H 4.463 1.740 -2.699  0.00
22 C 4.227 -0.412 -2.803  0.00
23 H 5.246 -0.593 -3.141  0.00
24 C 3.344 -1.484 -2.624  0.00
25 H 3.661 -2.510 -2.826  0.00
26 C 2.031 -1.256 -2.185  -0.01
27 H 1.339 -2.104 -2.073  0.00
28 C -1.299 1.427 -2.453  0.01
29 C -0.890 1.891 -3.722  0.00
30 H 0.149 1.756 -4.042  0.00
31 C -1.815 2.534 -4.556  0.00
32 H -1.496 2.898 -5.534  0.00
33 C -3.141 2.705 -4.142  0.00
34 H -3.863 3.182 -4.802  0.00
35 C -3.548 2.255 -2.881  0.00
36 H -4.582 2.378 -2.550  0.00
37 C -2.627 1.639 -2.026  0.00
38 H -2.942 1.314 -1.023  0.02
39 H -0.970 -0.211 -0.152  0.11
40 H -0.672 -1.111 -1.966  0.00
41 N -0.444 -1.546 5.371  0.10
42 C -1.027 -0.417 5.933  0.05
43 C -1.405 0.378 4.890  -0.01
44 N -1.094 -0.265 3.691  0.10
45 C -0.489 -1.419 4.013  0.24
46 C 0.112 -2.231 2.993  0.24
47 N 0.239 -1.815 1.719  0.09
48 C 0.822 -2.869 0.999  -0.03
49 C 1.015 -3.921 1.851  0.06
50 N 0.586 -3.505 3.109  0.10
51 H -0.051 -2.347 5.852  -0.01
52 H -1.120 -0.275 6.993  0.01
53 H -1.862 1.354 4.884  0.00
54 H 1.052 -2.763 -0.052  0.00
55 H 1.405 -4.907 1.678  0.01
56 H 0.631 -4.037 3.981  -0.01

Frontier orbital gap (alpha / beta) ... 0.1765 / 0.2013 hartree
ΔE to the lowest compared entry with this formula, charge and spin ... 31.3 kcal per mole
Max |F| ... 4.751 eV/A
2S+1 ... 4



Entry 6:
# CHN3O2S

A single CHN3O2S molecule (the ωB97M-V functional and the def2-TZVPD basis, OMol25).

Each line ends with the Löwdin charge.
Positions of all 8 atoms, in Å:
1 C -0.281 0.048 0.139  -0.58
2 H 2.600 0.237 0.026  -0.06
3 N 0.259 0.957 0.733  -0.34
4 N -1.909 -1.200 -0.653  0.06
5 N -0.968 -1.531 -1.313  0.10
6 O -1.590 -0.289 0.323  0.07
7 O 0.116 -0.881 -0.749  0.03
8 S 1.825 1.329 0.699  0.72

Frontier orbital gap ... 0.3503 hartree
ΔE to the lowest compared entry with this formula, charge and spin ... 92.2 kcal per mole
SMILES ... SN=c1onno1
Max |F| ... 3.780 eV/A